Here is a molecular structure, C5H14NOPS in a non-equilibrium geometry from the Open Molecules 2025 dataset. Energies are from wB97M-V/def2-TZVPD.

Output
E_HOMO (alpha / beta) = -8.44 / -8.86 eV
Total charge = 0
LUMO level (alpha / beta) = -1.076 / -1.220 eV
E_tot = -1068.299637 hartree
2S+1 = 1

The geometry in XYZ format:
```
23
C5H14NOPS wB97M-V/def2-TZVPD
C -3.311 -0.508 0.317
C 0.977 -1.368 1.221
C -1.907 -0.883 0.024
C -0.925 0.234 0.498
C 0.548 -0.091 0.302
N 2.070 1.821 -2.428
O 4.540 1.118 0.318
P 1.741 1.122 0.805
S 3.427 0.241 -0.110
H -3.477 -0.694 1.432
H -3.544 0.554 0.040
H -4.002 -1.246 -0.170
H 1.804 -1.863 0.867
H 0.100 -2.061 1.233
H 1.147 -1.151 2.297
H -1.711 -1.822 0.428
H -1.734 -1.088 -1.111
H -1.041 1.151 -0.075
H -1.174 0.437 1.497
H 0.621 -0.387 -0.859
H 2.659 1.926 -1.522
H 2.249 2.456 -3.191
H 0.943 2.102 -1.815
```

***

Here is a molecular structure, C40H46AsN8RuS2Si2Te in a non-equilibrium geometry from the Open Molecules 2025 dataset. Energies are from wB97M-V/def2-TZVPD.

Output
E_HOMO (alpha / beta) = -5.76 / -6.20 eV
Total charge = 0
LUMO level (alpha / beta) = -1.094 / -1.094 eV
E_tot = -5964.112708 hartree
2S+1 = 2

The geometry in XYZ format:
```
101
C40H46AsN8RuS2Si2Te wB97M-V/def2-TZVPD
Ru -0.657 0.013 -0.214
N 1.765 1.275 3.160
C 0.883 1.041 2.157
S 1.404 -0.050 0.894
N -0.297 1.603 2.217
N -1.106 1.356 1.173
C -2.391 1.668 1.270
C -2.986 2.291 2.470
C -4.200 1.802 2.969
C -4.784 2.350 4.097
C -4.162 3.392 4.768
C -2.945 3.868 4.302
C -2.362 3.328 3.169
C -3.192 1.225 0.155
C -4.509 1.652 -0.084
C -5.244 1.104 -1.106
C -4.657 0.134 -1.917
C -3.333 -0.175 -1.701
N -2.601 0.361 -0.721
H 2.731 1.086 2.956
H 1.568 2.056 3.766
H -4.676 0.959 2.485
H -5.726 1.958 4.461
H -4.617 3.824 5.649
H -2.444 4.669 4.831
H -1.420 3.715 2.818
H -4.925 2.425 0.546
H -6.262 1.421 -1.289
H -5.207 -0.348 -2.712
H -2.819 -0.872 -2.350
S -3.348 -6.947 -0.629
N -3.268 -5.937 0.640
C -2.613 -4.867 0.237
C -2.309 -3.713 1.044
C -2.627 -3.607 2.392
C -2.307 -2.448 3.067
C -1.696 -1.414 2.367
N -1.386 -1.492 1.084
C -1.651 -2.637 0.407
C -1.218 -2.711 -0.957
N -0.551 -1.638 -1.474
C -0.143 -1.703 -2.734
C -0.360 -2.796 -3.566
C -1.045 -3.882 -3.068
C -1.479 -3.850 -1.748
C -2.205 -4.932 -1.131
N -2.556 -6.053 -1.728
H -3.116 -4.432 2.893
H -2.520 -2.327 4.119
H -1.447 -0.490 2.877
H 0.376 -0.834 -3.114
H 0.002 -2.770 -4.583
H -1.257 -4.752 -3.675
C 7.448 -0.235 -6.638
C 6.372 -0.277 -5.587
C 6.158 -1.408 -4.812
C 5.179 -1.450 -3.827
C 4.999 -2.711 -3.027
C 4.383 -0.319 -3.590
Te 2.985 -0.346 -1.975
C 4.567 0.821 -4.382
C 3.753 2.078 -4.212
C 5.555 0.822 -5.361
H 7.966 -1.191 -6.710
H 8.184 0.536 -6.403
H 7.026 0.001 -7.617
H 6.774 -2.287 -4.979
H 5.629 -3.512 -3.414
H 3.957 -3.040 -3.056
H 5.258 -2.544 -1.978
H 2.836 1.903 -3.649
H 3.492 2.492 -5.187
H 4.342 2.831 -3.680
H 5.691 1.717 -5.962
C -2.263 3.402 -3.465
Si -1.008 2.015 -3.789
C 0.310 2.553 -5.049
C -1.962 0.618 -4.667
As 0.249 1.517 -1.840
Si 0.956 3.681 -1.122
C 0.877 5.083 -2.406
C 0.048 4.411 0.375
C 2.766 3.402 -0.638
H -2.889 3.584 -4.343
H -1.756 4.333 -3.208
H -2.921 3.135 -2.634
H -0.120 3.073 -5.909
H 0.847 1.676 -5.417
H 1.045 3.206 -4.580
H -1.938 0.795 -5.744
H -3.008 0.595 -4.357
H -1.535 -0.370 -4.489
H -0.074 5.616 -2.343
H 1.004 4.747 -3.434
H 1.671 5.800 -2.186
H -1.035 4.386 0.227
H 0.344 5.451 0.531
H 0.276 3.854 1.282
H 3.400 3.354 -1.525
H 2.863 2.444 -0.122
H 3.147 4.192 0.015
```

***

Here is a molecular structure, C2H2CeO2 in a non-equilibrium geometry from the Open Molecules 2025 dataset. Energies are from wB97M-V/def2-TZVPD.

Output
E_HOMO (alpha / beta) = -13.23 / -13.24 eV
Total charge = +1
LUMO level (alpha / beta) = -5.509 / -5.486 eV
E_tot = -702.531482 hartree
2S+1 = 2

The geometry in XYZ format:
```
7
C2H2CeO2 wB97M-V/def2-TZVPD
H 0.997 -1.355 0.688
C 0.665 -0.628 -0.056
C -0.156 -0.655 -1.040
H -0.593 -1.493 -1.580
O 0.608 0.848 1.200
O 0.128 2.144 0.696
Ce -1.650 1.139 0.092
```

***

Here is 3 unconnected molecules or ions with the total composition C3H11NO3 in a non-equilibrium geometry from the Open Molecules 2025 dataset. Energies are from wB97M-V/def2-TZVPD.

Output
E_HOMO = -9.86 eV
SMILES = CCNC=O.O.O
Total charge = 0
LUMO level = 0.770 eV
E_tot = -401.388657 hartree
2S+1 = 1

The geometry in XYZ format:
```
18
C3H11NO3 wB97M-V/def2-TZVPD
C 0.287 -0.003 1.425
N 0.421 -0.166 0.104
C 1.647 0.168 -0.591
C 1.933 -0.836 -1.703
O -0.746 -0.267 2.025
H 1.173 0.432 1.908
H -0.419 -0.397 -0.417
H 2.445 0.098 0.132
H 1.653 1.183 -0.979
H 2.929 -0.737 -2.106
H 1.237 -0.595 -2.508
H 1.718 -1.868 -1.456
H -1.896 -1.398 0.766
H -2.105 -2.291 -0.471
O -2.239 -1.391 -0.147
H -0.950 1.820 0.118
H -1.638 2.801 -0.686
O -0.773 2.366 -0.663
```

***

Here is a single C5H5NO2 molecule in a non-equilibrium geometry from the Open Molecules 2025 dataset. Energies are from wB97M-V/def2-TZVPD.

Output
E_HOMO = -8.41 eV
SMILES = Oc1ccc(O)nc1
Total charge = 0
LUMO level = 0.674 eV
E_tot = -398.744665 hartree
2S+1 = 1

The geometry in XYZ format:
```
13
C5H5NO2 wB97M-V/def2-TZVPD
C 0.060 -0.879 0.897
C 0.332 -0.962 -0.437
C 0.370 0.253 -1.066
C -0.166 1.373 -0.437
C -0.357 0.259 1.462
H 0.208 -2.771 1.066
H 0.537 -1.856 -1.040
H 0.721 0.229 -2.112
H -0.223 2.224 -2.119
H -0.663 0.275 2.530
N -0.535 1.424 0.824
O 0.137 -1.997 1.632
O -0.419 2.429 -1.200
```

***

Here is a single C7H10N2O2 molecule in a non-equilibrium geometry from the Open Molecules 2025 dataset. Energies are from wB97M-V/def2-TZVPD.

Output
E_HOMO = -9.54 eV
SMILES = C[C@H]1C(=O)N[C@@H]2CCC(=O)N21
Total charge = 0
LUMO level = 0.444 eV
E_tot = -532.612829 hartree
2S+1 = 1

The geometry in XYZ format:
```
21
C7H10N2O2 wB97M-V/def2-TZVPD
C -1.099 2.034 1.028
C -1.271 1.063 -0.193
C 1.008 -0.177 -0.272
C 1.399 -1.625 -0.576
C 0.418 -2.319 0.396
C -0.774 -1.435 0.578
C -0.354 1.594 -1.224
H -1.414 3.018 0.732
H -0.028 2.034 1.329
H -1.572 1.409 1.839
H -2.418 0.824 -0.159
H 1.862 -0.010 0.205
H 2.367 -1.786 -0.204
H 1.186 -1.883 -1.601
H 0.702 -2.924 1.396
H 0.105 -3.205 -0.128
H 1.668 1.681 -1.396
N -0.425 -0.076 0.242
N 0.819 0.760 -1.386
O -1.903 -1.823 0.953
O -0.278 2.847 -1.560
```

***

Here is 7 unconnected molecules or ions with the total composition C32H67N5O7S6 in a non-equilibrium geometry from the Open Molecules 2025 dataset. Energies are from wB97M-V/def2-TZVPD.

Output
E_HOMO = -7.87 eV
Total charge = 0
LUMO level = 0.221 eV
E_tot = -4448.762364 hartree
2S+1 = 1

The geometry in XYZ format:
```
117
C32H67N5O7S6 wB97M-V/def2-TZVPD
C 8.340 -4.868 -3.159
C 9.060 -4.523 -1.778
C 9.715 -5.879 -1.212
C 7.930 -4.092 -0.754
C 7.821 -2.533 -0.469
C 8.314 -1.616 -1.666
C 6.318 -2.190 -0.060
O 5.620 -1.546 -1.147
C 4.237 -1.548 -0.955
C 3.656 -1.217 0.381
N 2.338 -1.148 0.692
C 1.587 -1.435 -0.442
C 0.088 -1.363 -0.308
C -0.818 -1.595 -1.416
C -2.355 -1.435 -1.130
C -3.169 -2.409 -2.075
C -4.697 -2.388 -1.622
C -5.340 -3.792 -2.043
N -6.564 -4.116 -1.232
C -6.687 -5.566 -1.051
N -6.873 -6.372 -2.037
N -6.575 -6.117 0.287
C -0.245 -1.970 -2.769
C 1.193 -2.049 -2.917
C 2.121 -1.780 -1.766
N 3.484 -1.844 -2.033
H 7.857 -3.969 -3.619
H 7.561 -5.649 -2.926
H 9.086 -5.343 -3.849
H 9.899 -3.790 -1.889
H 10.617 -5.646 -0.583
H 9.961 -6.540 -2.087
H 8.912 -6.401 -0.591
H 8.097 -4.623 0.232
H 6.912 -4.432 -1.118
H 8.511 -2.302 0.397
H 7.868 -0.578 -1.622
H 8.052 -2.062 -2.664
H 9.430 -1.452 -1.593
H 6.412 -1.418 0.768
H 5.770 -3.066 0.377
H 4.379 -0.970 1.205
H -0.344 -1.117 0.690
H -2.607 -1.561 -0.041
H -2.613 -0.366 -1.383
H -2.725 -3.441 -1.918
H -3.082 -2.143 -3.163
H -4.833 -2.178 -0.531
H -5.197 -1.604 -2.259
H -5.676 -3.664 -3.111
H -4.569 -4.612 -1.957
H -7.352 -3.786 -1.792
H -6.931 -5.819 -2.908
H -6.356 -7.114 0.221
H -7.508 -6.075 0.719
H -0.984 -2.163 -3.579
H 1.587 -2.314 -3.934
C -10.350 -5.356 -1.352
S -10.529 -3.584 -1.072
O -9.181 -3.050 -0.718
C -11.469 -3.731 0.458
H -9.752 -5.505 -2.251
H -9.848 -5.819 -0.502
H -11.335 -5.803 -1.496
H -10.895 -4.296 1.194
H -12.418 -4.231 0.256
H -11.663 -2.729 0.840
C 8.588 -10.343 1.565
S 8.095 -8.626 1.807
O 7.830 -8.046 0.461
C 9.715 -8.039 2.337
H 7.729 -10.898 1.192
H 9.400 -10.398 0.838
H 8.907 -10.768 2.518
H 10.456 -8.239 1.561
H 9.997 -8.538 3.265
H 9.652 -6.965 2.509
C -3.483 1.322 2.119
S -4.682 0.291 1.257
O -4.379 0.380 -0.202
C -6.103 1.352 1.578
H -2.498 0.866 2.015
H -3.467 2.322 1.680
H -3.745 1.380 3.176
H -5.921 2.348 1.174
H -6.280 1.407 2.653
H -6.975 0.915 1.091
C -2.866 4.134 -1.321
S -2.232 5.085 0.074
O -2.880 4.550 1.311
C -3.068 6.623 -0.350
H -2.497 3.112 -1.238
H -3.957 4.128 -1.302
H -2.508 4.574 -2.253
H -4.146 6.460 -0.393
H -2.703 6.981 -1.314
H -2.844 7.361 0.415
C -2.109 11.748 1.084
S -2.655 10.158 1.729
O -3.288 9.411 0.601
C -3.984 10.819 2.752
H -1.295 11.573 0.381
H -2.934 12.244 0.569
H -1.749 12.369 1.905
H -4.690 11.373 2.131
H -3.562 11.471 3.517
H -4.497 9.985 3.229
C 2.521 13.114 4.134
S 0.829 13.733 4.182
O -0.029 12.738 3.478
C 1.101 15.108 3.049
H 2.577 12.218 4.752
H 2.797 12.866 3.109
H 3.197 13.871 4.534
H 1.467 14.734 2.092
H 1.823 15.801 3.484
H 0.152 15.622 2.899
```

***

Here is a molecular structure, C31H22Cl3N3O4Ta from the Open Molecules 2025 dataset. Energies are from wB97M-V/def2-TZVPD.

Output
E_HOMO = -10.16 eV
Total charge = +1
LUMO level = -4.546 eV
E_tot = -3097.177212 hartree
2S+1 = 1

The geometry in XYZ format:
```
64
C31H22Cl3N3O4Ta wB97M-V/def2-TZVPD
Ta 0.485 -0.723 0.671
O -5.719 -3.779 -0.068
C -5.551 -2.876 0.763
O -6.300 -2.230 1.502
C -4.058 -2.431 0.868
C -3.671 -1.453 1.767
C -2.349 -1.052 1.790
N -1.450 -1.592 0.929
C -1.793 -2.652 0.156
C -3.092 -3.074 0.085
C -0.622 -3.366 -0.372
C -0.707 -4.488 -1.175
C 0.443 -5.200 -1.466
C 1.656 -4.785 -0.932
C 1.683 -3.635 -0.176
N 0.579 -2.917 0.084
C -1.659 -0.147 2.707
C -1.953 0.170 3.977
C -0.858 0.599 4.852
C 0.393 0.760 4.409
C 0.708 0.730 2.939
N -0.385 0.091 2.212
H -4.426 -1.035 2.422
H -3.440 -3.906 -0.516
H -1.672 -4.809 -1.541
H 0.390 -6.084 -2.088
H 2.571 -5.333 -1.100
H 2.610 -3.269 0.242
H -2.926 -0.048 4.394
H -1.074 0.697 5.908
H 1.200 0.994 5.093
H 0.828 1.771 2.610
Cl 3.528 0.348 -5.848
C 2.492 0.088 -4.495
C 3.046 -0.169 -3.252
C 2.178 -0.377 -2.201
Cl 2.828 -0.670 -0.581
C 0.793 -0.338 -2.308
O -0.014 -0.553 -1.268
C 0.280 -0.068 -3.581
Cl -1.430 0.008 -3.773
C 1.115 0.141 -4.664
H 4.117 -0.210 -3.116
H 0.690 0.345 -5.636
C 1.840 -0.152 2.373
H 2.023 -0.992 3.050
H 2.777 0.357 2.154
C -1.273 2.250 -0.255
C 0.212 2.342 -0.127
O 0.882 1.338 0.195
C 0.921 3.593 -0.368
C 0.228 4.768 -0.674
C 0.923 5.945 -0.883
C 2.309 5.954 -0.797
C 3.008 4.789 -0.495
C 2.319 3.614 -0.278
H -1.592 1.214 -0.321
H -1.629 2.788 -1.132
H -1.732 2.709 0.625
H -0.851 4.770 -0.742
H 0.387 6.855 -1.116
H 2.850 6.875 -0.966
H 4.087 4.807 -0.429
H 2.849 2.702 -0.037
```

***

Here is a molecular structure, C27H20NO4S4Tc in a non-equilibrium geometry from the Open Molecules 2025 dataset. Energies are from wB97M-V/def2-TZVPD.

Output
E_HOMO (alpha / beta) = -10.18 / -10.21 eV
Total charge = +1
LUMO level (alpha / beta) = -5.151 / -4.965 eV
E_tot = -3070.012286 hartree
2S+1 = 2

The geometry in XYZ format:
```
57
C27H20NO4S4Tc wB97M-V/def2-TZVPD
Tc 0.422 -0.782 -0.472
S -0.439 -2.603 -1.621
C -0.373 -3.820 -0.361
C -0.404 -5.160 -0.750
C -0.253 -6.166 0.191
C -0.106 -5.849 1.533
C -0.127 -4.521 1.947
C -0.241 -3.517 1.007
S -0.434 -1.808 1.462
C 0.994 -1.311 2.507
C 1.351 0.131 2.206
C 1.884 0.960 3.175
C 2.282 2.240 2.816
C 2.128 2.675 1.509
C 1.561 1.813 0.586
C 1.293 2.190 -0.844
S 1.523 0.788 -2.000
C 3.252 0.461 -1.713
C 4.176 1.345 -2.262
C 5.528 1.152 -2.045
C 5.948 0.061 -1.292
C 5.029 -0.830 -0.768
C 3.659 -0.647 -0.971
S 2.542 -1.868 -0.363
N 1.194 0.579 0.947
H -0.525 -5.399 -1.798
H -0.256 -7.200 -0.125
H 0.002 -6.635 2.268
H -0.065 -4.279 3.001
H 1.839 -1.952 2.249
H 0.739 -1.427 3.558
H 1.998 0.607 4.191
H 2.715 2.898 3.557
H 2.436 3.667 1.210
H 1.917 3.022 -1.163
H 0.244 2.468 -0.963
H 3.831 2.176 -2.865
H 6.249 1.838 -2.469
H 7.003 -0.103 -1.121
H 5.364 -1.686 -0.198
O -2.663 -1.330 -0.531
C -2.439 -0.127 -0.590
O -1.211 0.370 -0.570
C -3.522 0.880 -0.704
C -4.829 0.427 -0.826
C -5.900 1.313 -0.939
C -5.596 2.652 -0.919
O -6.446 3.706 -1.006
C -5.640 4.887 -0.955
O -4.281 4.476 -0.796
C -4.290 3.111 -0.794
C -3.231 2.255 -0.686
H -5.004 -0.640 -0.833
H -6.919 0.968 -1.037
H -5.941 5.490 -0.098
H -5.748 5.437 -1.890
H -2.218 2.615 -0.583
```

***

Here is a molecular structure, C30H21Cl2CsN4O5S2 from the Open Molecules 2025 dataset. Energies are from wB97M-V/def2-TZVPD.

Output
E_HOMO = -1.03 eV
Total charge = -2
LUMO level = 3.341 eV
E_tot = -3488.113356 hartree
2S+1 = 1

The geometry in XYZ format:
```
65
C30H21Cl2CsN4O5S2 wB97M-V/def2-TZVPD
Cs 0.527 0.686 0.181
S -6.000 0.522 5.806
N -4.396 0.493 6.036
C -3.839 0.320 4.851
C -2.418 0.265 4.574
C -1.435 0.483 5.551
C -0.115 0.415 5.192
C 0.212 0.074 3.870
N -0.714 -0.133 2.946
C -2.005 -0.008 3.267
C -2.995 -0.136 2.167
N -2.525 -0.278 0.922
C -3.380 -0.318 -0.084
C -4.767 -0.263 0.087
C -5.264 -0.136 1.362
C -4.369 -0.056 2.430
C -4.797 0.147 3.801
N -6.048 0.193 4.218
H -1.744 0.723 6.561
H 0.689 0.632 5.882
H 1.248 -0.015 3.549
H -2.952 -0.362 -1.081
H -5.418 -0.299 -0.775
H -6.327 -0.074 1.560
Cl -0.143 5.825 -5.527
C -0.595 4.536 -4.424
C -0.498 4.752 -3.042
C -0.846 3.758 -2.174
Cl -0.746 4.059 -0.459
C -1.315 2.446 -2.593
O -1.604 1.554 -1.775
C -1.409 2.300 -4.029
C -1.895 1.082 -4.660
O -2.332 0.071 -4.149
C -1.043 3.336 -4.900
H -0.149 5.703 -2.662
H -1.897 1.163 -5.775
H -1.123 3.172 -5.969
O 3.454 0.587 0.273
C 3.443 0.371 1.516
O 2.640 -0.406 2.094
C 4.462 1.088 2.370
C 5.803 0.825 2.108
C 6.822 1.382 2.868
C 6.473 2.237 3.910
C 5.142 2.524 4.160
C 4.089 1.974 3.402
S 2.432 2.429 3.747
H 6.035 0.170 1.275
H 7.861 1.160 2.650
H 7.244 2.689 4.528
H 4.874 3.204 4.961
C 2.136 -2.154 -1.502
C 0.783 -2.051 -2.245
C -0.154 -2.907 -1.385
O 0.686 -3.842 -0.725
C 1.820 -3.070 -0.316
H 2.547 -1.201 -1.162
H 2.884 -2.619 -2.145
H 0.858 -2.468 -3.249
H 0.406 -1.033 -2.354
H -0.898 -3.459 -1.959
H -0.677 -2.291 -0.640
H 2.628 -3.759 -0.073
H 1.577 -2.491 0.582
```